The following is a DFT calculation (wB97M-V/def2-TZVPD) of a cluster of 11 separate species, C48H108F10N11O20S10 in total at a distorted geometry.

XYZ file:
```
207
Properties=species:S:1:pos:R:3:forces:R:3
C 6.29571 0.97082 0.41192 -0.4 0.1 0.3
C 5.79484 -0.18638 -0.46239 -0.2 0.8 -1.1
C 4.69474 0.26342 -1.51462 -0.2 -1.9 1.7
N 4.18108 -0.95625 -2.43472 2.2 0.9 -1.6
C 3.58677 -2.02460 -1.58664 -0.1 1.3 0.7
C 3.32456 -0.51142 -3.68565 0.6 1.2 3.1
C 3.84482 -1.31646 -4.85295 0.0 -0.6 -0.6
C 4.84215 -2.41528 -4.26934 -1.1 1.2 0.1
C 5.41033 -1.53696 -3.16119 -0.1 -0.6 1.6
H 5.53625 1.43548 1.04074 -0.4 0.3 -0.5
H 6.82216 1.67164 -0.23600 -0.2 0.4 0.3
H 6.98567 0.65913 1.19609 0.3 -0.5 -0.4
H 5.36413 -0.96910 0.16207 0.4 -0.2 -0.1
H 6.69079 -0.43219 -1.03244 0.0 -0.9 0.2
H 5.02291 1.11204 -2.11483 -0.3 -0.3 -0.2
H 3.84316 0.43320 -0.85579 -0.3 0.8 -0.6
H 4.41171 -2.51238 -1.06737 -0.3 -0.3 -0.2
H 2.89980 -2.68806 -2.11198 0.3 0.1 -0.2
H 3.03955 -1.44411 -0.84389 -0.4 -0.5 0.1
H 2.28566 -0.54022 -3.35707 -0.1 -0.8 -0.4
H 3.47420 0.56476 -3.59886 0.3 0.1 -1.1
H 2.92521 -1.64340 -5.33827 0.4 -0.7 -0.4
H 4.41754 -0.74972 -5.58704 -0.2 0.4 0.2
H 4.24969 -3.27094 -3.94540 0.2 0.0 0.5
H 5.61611 -2.80346 -4.93146 -0.2 0.4 -0.2
H 5.97970 -1.94482 -2.32598 0.1 -0.7 -0.5
H 6.07257 -0.75975 -3.54261 -0.5 0.3 -0.3
C -1.05912 5.96925 3.02751 1.2 1.5 -0.8
C -1.53615 4.64577 3.40453 -1.3 -1.7 0.8
C -0.32027 3.73544 3.75515 -1.5 -0.8 -1.2
N -0.61779 2.23656 4.05515 -0.4 -1.1 1.3
C -1.44109 2.17191 5.38204 0.6 -0.2 -1.3
C 0.76353 1.50441 4.16821 -0.8 0.5 0.5
C 0.53509 0.07213 3.86647 0.0 -2.8 -0.9
C -0.78668 -0.10026 3.11301 -0.7 1.4 1.5
C -1.21903 1.39855 2.92479 -0.2 0.2 -0.9
H -1.84888 6.69987 2.85264 -0.1 -0.3 -0.1
H -0.48705 5.83485 2.10948 0.2 0.5 -0.1
H -0.42387 6.39039 3.80674 0.3 0.1 0.0
H -2.22412 4.28547 2.63969 0.5 -0.6 -0.4
H -2.25978 4.82482 4.19977 0.3 -0.6 0.8
H 0.20363 4.20927 4.58528 0.2 -0.6 0.2
H 0.34554 3.58238 2.90581 0.0 0.8 -0.1
H -0.85854 2.85652 5.99852 -0.5 -0.4 0.6
H -1.60145 1.14953 5.72428 0.9 -0.1 0.1
H -2.48648 2.44224 5.23313 0.3 0.8 -0.5
H 1.12427 1.67141 5.18314 0.4 0.3 -0.4
H 1.40643 1.79576 3.33761 0.0 1.1 0.5
H 0.65932 -0.65341 4.67038 -0.3 0.4 0.5
H 1.18833 -0.33915 3.09690 1.1 0.7 0.3
H -1.50718 -0.61638 3.74751 -0.3 0.3 0.0
H -0.66542 -0.73672 2.23648 -0.1 0.7 -0.4
H -2.30114 1.45204 2.80535 0.0 0.6 0.5
H -0.75137 1.91575 2.08699 -0.1 -0.6 -0.3
C 1.75851 4.43437 -3.82356 -1.2 -0.7 -0.8
C 1.78785 5.57282 -2.85131 -0.3 -0.5 1.7
C 0.52176 6.45856 -2.79332 0.8 0.4 -0.3
N 0.60729 7.58065 -1.76388 -0.5 0.3 -1.4
C 0.62993 7.05099 -0.29765 0.5 -0.1 -1.7
C -0.61626 8.52800 -2.11225 0.8 -0.4 1.9
C -0.11467 9.91118 -1.62648 -2.2 0.3 1.1
C 1.34409 9.80815 -1.36686 1.3 0.6 -1.8
C 1.74281 8.50780 -2.04880 1.3 -0.7 2.4
H 1.95478 4.76966 -4.84197 0.1 -0.2 -0.1
H 0.78513 3.94450 -3.79773 -0.3 0.4 -0.3
H 2.36981 3.57684 -3.54241 0.7 0.4 0.0
H 2.74409 6.08543 -2.95590 -0.3 0.6 0.0
H 1.84563 5.06985 -1.88602 0.1 0.2 0.4
H -0.43824 5.97380 -2.61583 0.2 -0.6 0.2
H 0.37663 6.97473 -3.74232 0.2 0.0 -0.1
H 0.11120 6.09266 -0.32238 -1.0 0.6 0.5
H 0.37012 7.86230 0.38233 -0.6 -0.5 -0.1
H 1.63486 6.70816 -0.05130 0.4 0.5 -0.3
H -1.39866 8.03905 -1.53184 -0.6 0.6 -0.3
H -0.79475 8.49257 -3.18695 0.1 -0.2 0.2
H -0.63103 10.22572 -0.71953 -0.3 -0.3 0.1
H -0.34122 10.73621 -2.30183 0.0 -0.4 -0.4
H 1.75993 9.80997 -0.35930 -0.7 0.0 0.2
H 1.79409 10.65944 -1.87764 0.5 -0.1 0.1
H 2.51676 8.17251 -1.35837 0.8 -0.5 -1.0
H 2.05645 8.47640 -3.09223 -0.4 0.2 0.1
C 1.57735 -3.25873 1.56620 2.8 -0.5 -0.9
C 1.05951 -3.96733 2.76666 -1.4 0.6 1.1
C 1.63541 -5.32112 3.11918 0.2 0.0 1.2
N 1.02643 -5.97835 4.42415 -1.7 -1.3 -1.2
C 1.71563 -5.40388 5.64696 0.0 -1.5 -0.4
C -0.51988 -5.87653 4.56788 1.0 -1.1 -1.9
C -1.04055 -6.96222 3.49927 0.6 0.7 0.6
C -0.00395 -8.13562 3.59254 -2.5 0.0 0.5
C 1.16301 -7.58466 4.29781 2.2 1.4 0.3
H 1.68919 -2.17486 1.59484 -1.2 0.0 0.2
H 1.20891 -3.65034 0.61805 -0.4 0.3 -0.1
H 2.64950 -3.45456 1.55036 0.5 -0.4 -0.3
H -0.01493 -3.99571 2.58537 -0.3 -0.3 0.6
H 1.27677 -3.32082 3.61691 -0.3 0.1 0.2
H 2.63817 -5.17294 3.51995 0.4 0.0 -0.7
H 1.64693 -6.01659 2.27996 -0.2 -0.3 0.3
H 1.13952 -5.74357 6.50767 0.3 -0.2 0.0
H 1.81388 -4.32037 5.71369 0.0 -0.1 -0.7
H 2.67179 -5.91668 5.54255 0.3 0.6 0.9
H -0.74310 -6.16359 5.59544 -0.1 0.2 -0.2
H -0.70835 -4.82757 4.33929 -0.7 -0.3 0.2
H -2.04370 -7.34575 3.68552 0.0 0.4 0.3
H -1.07319 -6.50770 2.50909 0.2 0.1 0.0
H -0.47159 -8.90073 4.21225 0.0 0.0 0.3
H 0.19615 -8.71482 2.69110 0.2 0.7 -0.4
H 1.33002 -7.97443 5.30195 -0.2 0.3 0.0
H 2.02548 -7.85759 3.68973 0.6 0.7 0.4
C -1.23804 -5.00568 -2.10051 2.3 -0.8 -0.1
C 0.11082 -5.71889 -2.51700 -0.5 -1.1 -0.7
C -0.06783 -7.27735 -2.87243 0.6 0.7 1.8
N 1.17359 -8.17374 -2.62702 1.4 -1.0 -1.1
C 1.60893 -8.08884 -1.17632 -0.7 -0.4 0.4
C 2.32582 -7.92658 -3.65477 -0.3 0.9 0.3
C 2.19361 -8.90360 -4.81166 -1.1 1.4 -1.6
C 1.09906 -9.87577 -4.51741 -0.8 -0.7 2.4
C 0.75752 -9.60344 -3.00190 -0.9 -0.7 -0.4
H -1.92281 -4.97565 -2.94803 -0.3 0.0 0.5
H -0.90314 -4.02320 -1.76782 -0.4 0.3 -0.4
H -1.55641 -5.49983 -1.18261 -0.7 -0.1 -0.3
H 0.85612 -5.51806 -1.74739 -0.1 -0.5 0.3
H 0.56798 -5.25265 -3.38976 -0.3 0.2 -0.2
H -0.51201 -7.46525 -3.84992 0.6 0.1 -0.2
H -0.70743 -7.81636 -2.17351 -0.6 0.8 0.1
H 0.72357 -8.24628 -0.56031 -0.2 0.1 -0.2
H 2.04505 -7.14780 -0.84115 0.0 0.1 -0.8
H 2.26700 -8.89876 -0.86156 0.2 0.0 -0.8
H 3.35808 -8.02934 -3.32013 -0.4 0.1 1.2
H 2.12710 -6.87622 -3.86772 0.6 -0.1 -0.6
H 3.15305 -9.28288 -5.16342 -0.2 -0.1 0.2
H 1.66566 -8.38264 -5.61039 1.1 0.5 -0.6
H 1.29236 -10.92209 -4.75395 0.3 0.0 0.4
H 0.15545 -9.66525 -5.02079 0.3 0.2 -0.4
H 1.16545 -10.29097 -2.26095 0.1 0.1 -0.2
H -0.33189 -9.63920 -3.00342 0.1 -0.1 0.8
C -0.96060 -0.11690 -4.18162 -1.5 -0.4 1.0
C -1.72743 -0.91606 -3.05496 1.8 0.4 -0.2
C -2.78050 -0.10647 -2.41982 -2.7 0.8 0.6
N -3.67145 -0.88224 -1.42010 -0.7 -0.5 -0.2
C -2.90050 -1.72944 -0.39538 -1.1 1.2 -2.0
C -4.54183 0.09365 -0.59248 -1.0 0.5 -1.1
C -5.59301 0.50581 -1.60632 -0.4 2.3 0.3
C -5.93255 -0.73982 -2.27339 -2.0 -1.6 -1.7
C -4.75305 -1.65571 -2.23671 0.6 -0.9 1.1
H -0.13601 -0.71990 -4.56180 0.2 0.3 0.1
H -0.70555 0.85835 -3.76699 0.6 -0.1 -0.2
H -1.65447 0.08169 -4.99845 0.0 -0.1 -0.1
H -1.06143 -1.09236 -2.21029 0.7 -0.5 -0.3
H -2.05942 -1.86832 -3.46859 -0.3 -0.1 0.1
H -3.49920 0.28330 -3.14067 0.0 0.0 -0.2
H -2.50282 0.77655 -1.84426 0.7 -0.2 -0.3
H -2.46990 -2.54544 -0.97574 0.3 0.0 0.5
H -3.67013 -2.05442 0.30473 0.5 0.0 0.2
H -2.22028 -0.96178 -0.02646 0.4 -0.7 0.6
H -5.10873 -0.47751 0.14270 0.7 -0.1 0.4
H -3.99693 0.93335 -0.16109 0.3 -0.4 0.0
H -6.52041 0.92189 -1.21274 0.3 0.1 0.8
H -5.31723 1.29879 -2.30146 0.7 0.0 0.0
H -6.76197 -1.25552 -1.78944 0.0 0.1 0.5
H -6.36045 -0.60452 -3.26671 0.5 0.2 -0.3
H -5.03723 -2.53076 -1.65221 0.3 0.0 0.3
H -4.46550 -2.07791 -3.19960 0.8 0.6 0.0
N -6.31032 0.56783 4.29587 2.2 2.5 -2.1
S -5.85923 1.96111 3.41134 -3.5 4.4 1.8
O -6.35531 1.94782 2.09364 0.3 -1.0 -1.5
O -4.62681 2.69345 3.66492 -1.2 -1.7 0.0
F -7.00424 2.89662 4.11623 1.2 -0.8 -0.1
S -4.90874 -0.08755 4.04189 0.4 -3.9 1.2
O -3.83959 0.46928 4.80285 1.1 0.0 -0.2
O -4.63658 -0.62957 2.71787 0.2 0.9 0.4
F -5.18615 -1.40679 4.85200 -0.3 -0.9 0.3
N -4.51681 5.78305 -4.01793 1.0 -0.7 -8.0
S -3.38075 4.71391 -4.69263 -0.2 -1.2 -6.2
O -4.04104 3.43741 -4.92140 1.4 1.0 0.8
O -1.91204 4.74115 -4.48694 -3.3 0.4 0.1
F -3.54867 5.34418 -6.23251 0.6 -0.2 1.6
S -4.09785 5.43666 -2.68869 -0.9 -1.0 13.4
O -2.91019 6.12258 -2.25637 0.5 -0.4 -0.1
O -4.37218 4.10010 -2.13765 1.9 0.2 -1.7
F -5.27080 6.08776 -1.88882 -0.4 1.7 -0.2
N -0.71267 1.09334 -0.16765 -2.0 3.4 0.0
S -0.80523 2.72800 -0.56702 -3.5 4.6 -0.2
O -0.52714 3.03887 -1.97943 -0.9 -1.4 2.9
O -0.34289 3.76332 0.38736 -0.7 -3.0 -1.7
F -2.38445 2.62831 -0.27736 1.0 0.8 -0.8
S 0.76058 1.04186 -0.33823 8.8 -4.9 -0.3
O 1.71116 1.72536 0.56142 -2.1 -0.2 -2.0
O 1.20887 0.73065 -1.71550 -0.2 1.1 1.8
F 0.92622 -0.45231 0.29761 -0.2 -0.6 0.1
N 3.93111 -0.10145 5.24507 -2.0 -5.6 2.9
S 4.23567 -1.83065 5.46287 1.2 -3.2 4.5
O 5.62568 -2.23203 5.76901 -2.6 2.0 -1.1
O 3.50821 -2.94573 4.86888 -0.4 1.5 -1.8
F 3.48878 -1.99072 6.87702 0.3 1.4 0.1
S 4.69431 -0.05171 3.95611 3.7 4.3 -5.3
O 4.43046 -0.98425 2.86430 -0.7 0.8 1.0
O 6.06924 0.29401 4.12836 0.2 -0.5 -0.3
F 4.09244 1.41932 3.55396 -0.2 -1.1 -0.6
N -4.01450 7.70093 2.44199 1.6 6.6 0.8
S -4.31153 6.74581 1.36409 -3.0 -7.8 -2.0
O -3.21886 6.44013 0.49359 0.0 -0.2 -0.3
O -5.66297 6.80861 0.90875 0.4 0.0 -1.1
F -4.43941 5.44197 2.33615 0.7 0.1 -0.2
S -4.04899 9.05709 1.36039 -0.9 5.1 3.1
O -5.32111 9.56363 0.92721 0.3 -1.6 -0.2
O -2.95013 9.36824 0.49260 0.5 -1.4 0.2
F -3.82767 10.12934 2.56689 0.7 -0.7 0.0
```
Positions in Å, forces in eV/Å.

Output
Gap between HOMO and LUMO = 4.7488 eV
Net charge = +1
Energy relative to the best compared isomer or geometry (same formula, charge and spin) = 275.23 kcal per mole
E_tot = -8980.402334 hartree
E_HOMO = -8.65 eV
Lowest unoccupied orbital energy = -3.90 eV